Record 1
{"formula": "H44NO20", "method": "the ωB97M-V functional and the def2-TZVPD basis", "gap_ev": [8.4562, 1.8229], "total_charge": 2, "e_homo_ha": [-0.5414, -0.5414], "multiplicity": 2, "species": ["N", "H", "H", "H", "H", "H", "H", "O", "H", "H", "O", "H", "H", "O", "H", "H", "O", "H", "H", "O", "H", "H", "O", "H", "H", "O", "H", "H", "O", "H", "H", "O", "H", "H", "O", "H", "H", "O", "H", "H", "O", "H", "H", "O", "H", "H", "O", "H", "H", "O", "H", "H", "O", "H", "H", "O", "H", "H", "O", "H", "H", "O", "H", "H", "O"], "positions_angstrom": [[0.722, -1.641, -0.424], [0.032, -1.801, 0.310], [1.150, -2.463, -0.875], [0.522, -0.995, -1.176], [1.499, -1.079, 0.020], [2.437, -5.194, -0.017], [3.406, -4.378, -0.671], [2.482, -4.288, -0.368], [-0.251, -1.791, -3.951], [-0.736, -3.301, -3.401], [-0.744, -2.342, -3.342], [-3.216, -1.967, 1.532], [-3.371, -3.337, 2.151], [-2.992, -2.468, 2.342], [1.644, -0.130, -5.124], [1.694, -0.799, -3.735], [1.647, -1.055, -4.678], [-1.865, 1.584, 0.881], [-2.092, 1.222, 2.298], [-2.443, 1.839, 1.613], [4.077, 3.362, 2.204], [3.169, 4.499, 1.331], [3.763, 3.745, 1.390], [3.657, -1.350, -0.615], [3.612, -0.275, 0.533], [3.259, -1.129, 0.233], [-0.319, 0.662, -3.909], [-0.268, 1.584, -5.210], [0.212, 0.888, -4.703], [1.036, 1.734, -1.329], [-0.322, 2.171, -1.664], [0.223, 1.377, -1.751], [-2.937, -2.481, -2.177], [-3.239, -3.065, -0.922], [-3.449, -3.243, -1.858], [3.237, 2.392, -0.288], [2.490, 1.373, 0.637], [2.712, 1.574, -0.282], [3.447, 0.814, 3.817], [3.821, -0.231, 2.694], [3.265, 0.522, 2.917], [1.552, 0.246, 2.632], [0.416, -0.820, 2.360], [0.596, 0.151, 2.447], [-2.274, 2.927, -4.219], [-1.171, 3.677, -3.548], [-1.304, 2.983, -4.207], [-2.235, -0.851, -0.759], [-2.967, 0.087, 0.302], [-2.776, -0.819, 0.038], [-1.324, -2.358, 2.320], [0.108, -2.862, 2.565], [-0.385, -2.211, 2.047], [-2.737, -0.145, 3.964], [-3.226, 1.351, 4.094], [-2.460, 0.777, 3.998], [-0.934, 3.076, 4.438], [-0.451, 1.937, 3.456], [-0.175, 2.608, 4.088], [-4.413, -1.660, -2.816], [-4.344, -0.377, -3.731], [-3.857, -0.912, -3.100], [1.536, 3.551, 2.873], [0.487, 4.618, 3.336], [1.366, 4.484, 2.989]]}

---

Record 2
{"formula": "H44O22", "method": "the ωB97M-V functional and the def2-TZVPD basis", "gap_ev": 10.4158, "total_charge": 0, "e_above_lowest_ev": 1.436, "e_homo_ha": -0.3947, "species": ["O", "H", "H", "O", "H", "H", "O", "H", "H", "O", "H", "H", "O", "H", "H", "O", "H", "H", "O", "H", "H", "O", "H", "H", "O", "H", "H", "O", "H", "H", "O", "H", "H", "O", "H", "H", "O", "H", "H", "O", "H", "H", "O", "H", "H", "O", "H", "H", "O", "H", "H", "O", "H", "H", "O", "H", "H", "O", "H", "H", "O", "H", "H", "O", "H", "H"], "positions_angstrom": [[-20.548, -10.880, 1.668], [-19.615, -10.618, 1.427], [-20.539, -10.919, 2.642], [-14.340, -6.976, 4.175], [-14.733, -7.876, 4.120], [-13.424, -7.007, 4.497], [-12.435, -7.292, -1.842], [-11.869, -7.206, -2.609], [-11.851, -7.720, -1.180], [-11.572, -8.249, 0.468], [-12.574, -8.203, 0.457], [-11.509, -9.225, 0.546], [-18.092, -9.683, 1.213], [-18.237, -8.758, 1.451], [-17.315, -9.743, 0.645], [-16.743, -2.435, 2.198], [-15.971, -2.626, 1.667], [-16.791, -3.149, 2.879], [-16.787, -5.906, -1.341], [-17.598, -6.000, -1.916], [-16.597, -4.954, -1.334], [-15.993, -10.552, -0.989], [-16.024, -9.854, -1.662], [-16.427, -11.272, -1.457], [-19.559, -5.433, 5.080], [-19.647, -5.161, 5.993], [-20.285, -5.003, 4.659], [-14.551, -5.347, 1.382], [-15.386, -5.331, 1.861], [-13.946, -5.823, 1.988], [-22.298, -6.872, 2.242], [-22.916, -7.382, 2.770], [-21.646, -6.555, 2.860], [-14.435, -2.883, -0.705], [-14.497, -3.474, 0.072], [-13.550, -3.145, -1.020], [-14.587, -8.148, 0.421], [-14.875, -7.196, 0.389], [-15.009, -8.649, -0.278], [-16.204, -8.814, 3.891], [-16.868, -9.189, 4.497], [-16.253, -9.519, 3.232], [-15.280, -11.025, 2.618], [-15.617, -11.883, 2.319], [-14.967, -10.600, 1.787], [-20.826, -8.133, -1.960], [-21.343, -8.385, -1.126], [-21.517, -7.690, -2.489], [-19.166, -6.041, -2.688], [-19.721, -5.958, -3.471], [-19.563, -6.825, -2.230], [-17.675, -9.306, -2.884], [-17.187, -8.520, -3.140], [-18.631, -9.044, -2.727], [-15.408, -8.110, -2.523], [-14.468, -7.911, -2.607], [-15.714, -7.302, -2.107], [-17.047, -5.133, 3.495], [-16.605, -5.969, 3.737], [-17.908, -5.213, 3.983], [-18.350, -6.927, 1.052], [-17.726, -6.851, 0.302], [-18.113, -6.088, 1.512], [-22.265, -8.509, 0.089], [-22.233, -7.772, 0.745], [-22.069, -9.317, 0.591]]}

---

Record 3
{"formula": "H46O23", "method": "the ωB97M-V functional and the def2-TZVPD basis", "gap_ev": 9.5837, "total_charge": 0, "e_above_lowest_ev": 2.515, "e_homo_ha": -0.3586, "species": ["O", "H", "H", "O", "H", "H", "O", "H", "H", "O", "H", "H", "O", "H", "H", "O", "H", "H", "O", "H", "H", "O", "H", "H", "O", "H", "H", "O", "H", "H", "O", "H", "H", "O", "H", "H", "O", "H", "H", "O", "H", "H", "O", "H", "H", "O", "H", "H", "O", "H", "H", "O", "H", "H", "O", "H", "H", "O", "H", "H", "O", "H", "H", "O", "H", "H", "O", "H", "H"], "positions_angstrom": [[-2.662, 1.396, 0.698], [-3.564, 1.368, 1.018], [-2.569, 0.601, 0.173], [-2.193, -2.373, -3.500], [-1.653, -1.880, -4.118], [-3.051, -1.953, -3.543], [-1.472, 1.688, -3.001], [-1.737, 1.406, -2.126], [-0.520, 1.586, -3.009], [1.409, 1.359, -3.233], [1.899, 0.542, -3.131], [1.246, 1.425, -4.174], [1.843, -4.608, 2.522], [1.351, -4.966, 3.261], [2.760, -4.772, 2.743], [1.445, 5.277, -0.842], [0.531, 5.436, -0.607], [1.899, 6.085, -0.600], [1.957, -1.546, -2.456], [1.379, -1.071, -1.859], [2.057, -2.410, -2.056], [0.945, 4.295, 1.835], [1.657, 4.879, 1.573], [0.798, 4.496, 2.759], [3.918, -0.221, 1.852], [3.177, 0.324, 1.587], [4.556, 0.398, 2.207], [-2.055, 4.955, -2.024], [-2.975, 4.975, -2.288], [-2.029, 4.339, -1.292], [2.039, -3.185, -4.906], [2.117, -2.579, -4.170], [1.204, -2.959, -5.316], [0.086, -2.758, 0.433], [0.711, -3.254, 0.961], [-0.610, -3.384, 0.233], [-0.337, 1.474, 3.948], [-0.454, 2.028, 4.720], [-1.225, 1.223, 3.695], [2.127, 4.095, -3.209], [1.992, 4.476, -2.342], [1.505, 3.368, -3.252], [5.102, -2.469, 0.631], [5.970, -2.117, 0.434], [4.530, -1.702, 0.647], [-0.632, -2.716, 3.875], [-0.398, -3.623, 3.681], [-0.179, -2.521, 4.695], [-2.640, -3.866, -0.392], [-3.214, -4.458, -0.879], [-2.127, -3.421, -1.067], [-1.623, 3.885, 0.394], [-0.701, 3.924, 0.648], [-1.905, 3.006, 0.647], [-2.529, -0.642, 3.663], [-3.162, -0.878, 2.985], [-2.004, -1.432, 3.786], [-3.188, -4.637, 2.369], [-2.639, -4.403, 1.621], [-4.035, -4.233, 2.182], [-2.448, -0.517, -1.395], [-2.490, -1.342, -1.879], [-1.552, -0.480, -1.062], [1.383, 1.375, 1.614], [1.600, 2.266, 1.341], [0.813, 1.489, 2.375], [0.145, -0.006, -0.414], [0.506, 0.669, 0.161], [-0.082, -0.726, 0.174]]}

---

Record 4
{"formula": "H48HfO24", "method": "the ωB97M-V functional and the def2-TZVPD basis", "gap_ev": 10.6697, "total_charge": 4, "e_above_lowest_ev": 0.054, "e_homo_ha": -0.7801, "species": ["Hf", "O", "H", "H", "O", "H", "H", "O", "H", "H", "O", "H", "H", "O", "H", "H", "O", "H", "H", "O", "H", "H", "O", "H", "H", "O", "H", "H", "O", "H", "H", "O", "H", "H", "O", "H", "H", "O", "H", "H", "O", "H", "H", "O", "H", "H", "O", "H", "H", "O", "H", "H", "O", "H", "H", "O", "H", "H", "O", "H", "H", "O", "H", "H", "O", "H", "H", "O", "H", "H", "O", "H", "H"], "positions_angstrom": [[-0.090, -0.283, 0.166], [-2.881, 0.949, 3.433], [-2.712, 1.890, 3.389], [-3.769, 0.881, 3.784], [1.623, -2.448, -3.207], [2.249, -2.454, -3.932], [1.643, -3.343, -2.867], [-0.539, 1.380, 1.813], [-0.302, 1.353, 2.740], [-1.135, 2.125, 1.739], [0.559, 1.067, 4.335], [1.412, 1.269, 4.721], [-0.061, 1.169, 5.057], [0.084, -1.286, 2.338], [0.267, -2.217, 2.464], [0.330, -0.878, 3.168], [-1.917, 0.847, -1.120], [-1.616, 1.579, -1.658], [-2.871, 0.882, -1.180], [0.319, -4.319, -1.194], [0.802, -5.047, -0.804], [-0.543, -4.683, -1.397], [-2.410, -0.263, 1.099], [-3.138, -0.785, 0.763], [-2.780, 0.217, 1.840], [-1.457, -2.341, -0.057], [-1.986, -2.857, -0.664], [-1.005, -2.991, 0.481], [-0.445, -1.126, -2.211], [0.301, -1.461, -2.708], [-1.165, -1.105, -2.841], [0.377, 2.069, -0.600], [1.265, 2.336, -0.836], [-0.089, 2.891, -0.449], [1.961, 2.878, 2.301], [2.861, 3.199, 2.344], [1.422, 3.657, 2.437], [-4.398, 1.623, -1.226], [-4.636, 2.513, -0.965], [-5.212, 1.244, -1.558], [1.371, -3.059, 3.986], [0.686, -3.357, 4.584], [2.154, -3.537, 4.260], [2.809, 2.972, -1.427], [3.597, 2.970, -1.971], [2.857, 3.794, -0.939], [3.556, -1.887, 1.316], [4.129, -2.327, 0.688], [3.849, -2.204, 2.171], [1.353, 1.122, -4.011], [1.001, 1.953, -4.328], [1.233, 0.516, -4.741], [-0.381, -4.137, 1.700], [-1.089, -4.702, 2.010], [0.365, -4.726, 1.588], [-1.226, 3.987, -0.079], [-1.557, 4.274, -0.930], [-1.288, 4.763, 0.477], [-1.918, 3.048, -2.749], [-2.755, 2.762, -3.115], [-1.584, 3.683, -3.383], [1.859, 0.123, -1.398], [2.811, 0.038, -1.355], [1.693, 0.539, -2.244], [1.330, -2.143, 0.037], [1.249, -3.018, -0.341], [2.195, -2.139, 0.448], [1.931, 0.352, 1.374], [2.216, 1.208, 1.691], [2.697, -0.212, 1.483], [-1.877, 0.123, -4.313], [-1.142, 0.213, -4.920], [-2.438, 0.875, -4.503]]}

---

Record 5
{"formula": "H48IO24", "method": "the ωB97M-V functional and the def2-TZVPD basis", "gap_ev": 8.7256, "total_charge": -1, "e_above_lowest_ev": 0.000, "e_homo_ha": -0.2447, "species": ["I", "O", "H", "H", "O", "H", "H", "O", "H", "H", "O", "H", "H", "O", "H", "H", "O", "H", "H", "O", "H", "H", "O", "H", "H", "O", "H", "H", "O", "H", "H", "O", "H", "H", "O", "H", "H", "O", "H", "H", "O", "H", "H", "O", "H", "H", "O", "H", "H", "O", "H", "H", "O", "H", "H", "O", "H", "H", "O", "H", "H", "O", "H", "H", "O", "H", "H", "O", "H", "H", "O", "H", "H"], "positions_angstrom": [[-0.364, -0.393, 0.178], [-1.463, 3.102, 3.155], [-2.150, 2.812, 2.517], [-0.858, 3.537, 2.518], [3.414, 3.566, -3.108], [3.689, 2.650, -3.139], [3.721, 3.884, -2.242], [-4.777, -0.098, 0.246], [-4.037, -0.446, 0.786], [-4.429, 0.399, -0.511], [0.684, 3.094, -3.005], [1.612, 3.345, -3.315], [0.011, 3.387, -3.610], [-3.275, -1.007, -3.171], [-4.027, -0.406, -3.030], [-2.483, -0.492, -2.950], [5.539, -4.658, 1.468], [6.191, -3.923, 1.502], [4.740, -4.222, 1.160], [-3.859, -2.719, -0.748], [-3.550, -2.222, -1.530], [-4.516, -2.138, -0.347], [2.324, 2.280, 3.183], [1.477, 2.391, 3.627], [2.492, 3.039, 2.566], [1.403, -0.717, -2.809], [1.153, -0.932, -1.845], [2.009, -1.453, -3.115], [-1.347, 0.304, 4.216], [-1.079, 1.218, 4.078], [-0.632, -0.189, 3.833], [0.292, -3.650, 1.661], [0.420, -2.913, 1.030], [-0.627, -3.910, 1.378], [3.546, 0.963, 0.927], [2.965, 0.445, 0.384], [3.001, 1.094, 1.700], [-3.168, 1.349, -1.431], [-2.899, 1.749, -2.282], [-2.298, 1.021, -1.058], [2.652, -4.625, 1.238], [2.726, -5.568, 1.377], [1.768, -4.309, 1.547], [4.068, 0.526, -2.684], [4.663, 0.233, -2.022], [3.171, 0.197, -2.489], [1.979, -1.044, 5.955], [1.280, -1.461, 5.417], [2.809, -1.277, 5.537], [-2.443, -4.254, 0.998], [-2.854, -3.665, 0.318], [-2.928, -4.115, 1.814], [-2.839, 2.232, -4.481], [-2.295, 1.418, -4.495], [-3.671, 2.033, -4.932], [2.974, 3.676, 0.701], [3.354, 2.790, 0.483], [2.032, 3.590, 0.444], [1.913, -3.149, -1.229], [2.290, -3.616, -0.465], [0.941, -3.171, -1.089], [-3.171, -1.415, 2.381], [-2.922, -0.652, 2.945], [-2.448, -1.514, 1.771], [0.136, 3.444, 0.058], [0.013, 2.525, 0.396], [0.115, 3.355, -0.901], [-0.713, 0.601, -3.690], [-0.156, 1.375, -3.435], [-0.111, -0.134, -3.498], [-3.578, 2.585, 1.250], [-4.330, 2.002, 1.512], [-3.268, 2.249, 0.401]]}

---

Record 6
{"formula": "H48O24", "method": "the ωB97M-V functional and the def2-TZVPD basis", "gap_ev": 8.5909, "total_charge": 0, "e_above_lowest_ev": 3.079, "e_homo_ha": -0.3517, "species": ["O", "H", "H", "O", "H", "H", "O", "H", "H", "O", "H", "H", "O", "H", "H", "O", "H", "H", "O", "H", "H", "O", "H", "H", "O", "H", "H", "O", "H", "H", "O", "H", "H", "O", "H", "H", "O", "H", "H", "O", "H", "H", "O", "H", "H", "O", "H", "H", "O", "H", "H", "O", "H", "H", "O", "H", "H", "O", "H", "H", "O", "H", "H", "O", "H", "H", "O", "H", "H", "O", "H", "H"], "positions_angstrom": [[-0.898, -21.959, 7.986], [-0.461, -22.810, 8.006], [-0.810, -21.623, 8.878], [-2.768, -18.068, 14.683], [-3.249, -18.882, 14.535], [-1.880, -18.350, 14.904], [-0.278, -18.764, 12.258], [0.541, -19.178, 12.530], [-0.592, -19.307, 11.535], [0.706, -22.419, 12.774], [1.230, -23.211, 12.654], [1.327, -21.700, 12.652], [-3.365, -20.191, 9.505], [-3.796, -19.691, 10.198], [-2.952, -20.924, 9.961], [-7.306, -20.989, 13.481], [-7.879, -20.223, 13.518], [-7.290, -21.232, 12.555], [-7.050, -18.816, 10.538], [-7.179, -19.713, 10.231], [-7.846, -18.355, 10.271], [-5.265, -18.429, 5.326], [-5.229, -19.010, 6.086], [-4.826, -17.629, 5.615], [-5.277, -20.366, 7.286], [-5.943, -20.923, 7.687], [-4.702, -20.120, 8.011], [-4.608, -19.041, 11.541], [-5.486, -18.707, 11.359], [-4.711, -19.571, 12.331], [0.025, -24.211, 9.124], [0.556, -24.563, 9.839], [0.202, -24.793, 8.385], [-4.343, -24.716, 7.303], [-3.932, -24.404, 8.110], [-3.843, -25.496, 7.065], [-2.579, -15.779, 9.700], [-1.835, -15.897, 10.289], [-2.586, -16.571, 9.161], [-4.538, -20.443, 14.281], [-4.227, -21.225, 14.737], [-5.436, -20.654, 14.027], [0.343, -20.011, 6.724], [-0.071, -19.863, 5.874], [-0.150, -20.736, 7.108], [-0.751, -16.064, 11.725], [-0.475, -16.901, 12.097], [-0.075, -15.444, 11.998], [-2.456, -18.035, 8.070], [-2.381, -18.381, 7.180], [-2.785, -18.771, 8.586], [-1.135, -22.891, 5.379], [-1.273, -22.536, 6.258], [-0.191, -23.036, 5.325], [0.248, -18.793, 9.136], [-0.441, -18.130, 9.180], [0.190, -19.140, 8.246], [-8.153, -21.650, 10.885], [-7.976, -22.548, 11.167], [-9.073, -21.507, 11.105], [-1.113, -21.868, 10.760], [-1.193, -22.822, 10.768], [-0.541, -21.670, 11.501], [-7.469, -21.912, 7.965], [-7.186, -22.794, 7.724], [-7.518, -21.928, 8.921], [-5.676, -15.191, 11.319], [-4.944, -15.700, 10.968], [-5.477, -14.287, 11.077], [-4.808, -22.546, 5.572], [-4.668, -21.766, 6.109], [-4.639, -23.278, 6.165]]}